Here is a cluster of 2 separate species, C2H4NO2 in total at a distorted geometry from OMol25. Energies are from the ωB97M-V functional and the def2-TZVPD basis.

Gap between HOMO and LUMO = 7.0 eV
Total charge = -1
Total energy = -283.74769 a.u.

Element x y z (Å)
C: -1.9773 -0.1493 0.4244
C: -1.0402 0.0830 -0.4556
N: 2.8917 0.6097 -0.1014
O: 4.0881 0.1594 -0.0956
O: 1.9235 -0.1132 0.3092
H: -1.6409 -0.3078 1.5150
H: -3.0692 -0.3138 0.2718
H: -1.2043 0.1901 -1.6334
H: 0.0285 -0.1580 -0.2343